No. 1
ORCA calculation (ωB97M-V/def2-TZVPD) on an isolated molecule of C18H10N4O6 in a non-equilibrium geometry.

Element x y z (Å)
O: 1.1576 0.9768 0.7451
C: 0.7490 0.1518 -0.0765
N: 1.4888 -0.1101 -1.2353
N: 2.7451 0.4969 -1.5439
C: 3.9577 0.1179 -1.0719
O: 4.1438 -0.9311 -0.4527
C: 5.0004 1.0161 -1.4682
C: 6.3878 1.0573 -1.1940
C: 7.1491 2.0831 -1.7346
C: 6.5258 3.0557 -2.5171
C: 5.1294 3.0644 -2.7318
C: 4.3691 2.0110 -2.2045
C: 2.9257 1.7041 -2.1979
O: 2.0680 2.5258 -2.6019
C: -0.5392 -0.5641 0.0945
O: -0.9729 -1.3823 -0.7151
N: -1.3267 -0.3357 1.2177
N: -2.6781 -0.8316 1.3386
C: -3.8267 -0.2125 0.9074
O: -3.8681 0.8567 0.3342
C: -4.9694 -0.9676 1.3547
C: -6.3316 -0.7118 1.3438
C: -7.2039 -1.5574 1.9921
C: -6.7136 -2.7249 2.6417
C: -5.3300 -2.9889 2.6358
C: -4.4786 -2.0900 1.9844
C: -3.0046 -2.0516 1.8993
O: -2.2780 -2.8849 2.3941
H: 1.1893 -0.9183 -1.7618
H: 6.8187 0.3354 -0.4991
H: 8.2317 2.1394 -1.5914
H: 7.1142 3.8295 -2.9886
H: 4.6528 3.8204 -3.3488
H: -0.9686 0.3879 1.8393
H: -6.6884 0.2000 0.8690
H: -8.2605 -1.3488 1.9981
H: -7.3945 -3.3695 3.1655
H: -4.9702 -3.8491 3.1798

SMILES string: O=C(NN1C(=O)c2ccccc2C1=O)C(=O)NN1C(=O)c2ccccc2C1=O
orbital gap: 9.5 eV
E_tot: -1362.40222 Eh
HOMO: -10.20 eV

***

No. 2
ORCA calculation (ωB97M-V/def2-TZVPD) on a structure of composition C18H11BrIN3O6Sn in a non-equilibrium geometry.

Element x y z (Å)
Sn: 0.1842 0.0229 0.0665
O: 0.7898 -2.0297 4.4317
C: 0.7810 -1.6932 3.1561
O: -0.0554 -0.9759 2.6485
C: 1.9333 -2.2844 2.3967
C: 2.9321 -3.0422 2.9954
C: 3.9607 -3.5279 2.1972
C: 3.9592 -3.2553 0.8383
C: 2.9066 -2.4965 0.3521
N: 1.9224 -2.0245 1.0918
C: 2.7053 -2.0999 -1.1342
O: 3.5238 -2.7474 -1.8500
O: 1.8239 -1.3206 -1.4730
H: 0.0173 -1.6466 4.8727
H: 2.9089 -3.2385 4.0574
H: 4.7560 -4.1158 2.6348
H: 4.7371 -3.6236 0.1851
Br: 1.6898 3.3667 0.1703
C: -0.0998 3.4532 0.7602
C: -0.5765 4.5675 1.4476
C: -1.8879 4.5494 1.8725
C: -2.6912 3.4389 1.6035
C: -2.1192 2.3923 0.9186
N: -0.8412 2.3973 0.4926
C: -2.8288 1.0994 0.5563
O: -4.0902 1.2750 0.4725
O: -2.2358 0.0481 0.3236
H: 0.0696 5.4121 1.6389
H: -2.2908 5.3948 2.4137
H: -3.7221 3.3970 1.9264
I: -3.2192 -1.6353 -4.8497
C: -1.7866 -0.3583 -4.0532
C: -1.1298 0.5894 -4.8369
C: -0.1796 1.4112 -4.2526
C: 0.0928 1.2656 -2.9056
N: -0.5436 0.3645 -2.1500
C: -1.4595 -0.4334 -2.7059
H: -1.3588 0.6801 -5.8902
H: 0.3467 2.1542 -4.8337
H: 0.8375 1.8812 -2.4136
H: -1.9529 -1.1453 -2.0557

orbital gap (spin up / spin down): 4.9 / 4.4 eV
E_tot: -4393.65451 Eh
HOMO (spin up / spin down): -14.10 / -14.10 eV
net charge: +2
relative energy (zero: lowest compared OMol25 entry of this formula, charge and spin): 65.9 kcal/mol

***

No. 3
ORCA calculation (ωB97M-V/def2-TZVPD) on a structure of composition C18H11F3MoN4O6S2.

Element x y z (Å)
Mo: 0.4709 1.0112 0.1708
O: 2.4648 0.9866 0.2496
N: 3.1982 2.1271 0.2328
C: 4.5062 2.0334 0.5430
C: 5.2875 3.1535 0.5296
C: 4.7097 4.3793 0.1887
C: 3.3712 4.4408 -0.1219
C: 2.5961 3.2805 -0.0938
S: 0.8916 3.2384 -0.4217
H: 4.8424 1.0401 0.7986
H: 6.3324 3.0757 0.7887
H: 5.3105 5.2779 0.1707
H: 2.8877 5.3692 -0.3883
O: -3.6595 -5.0911 -1.4084
N: -2.5806 -4.6825 -1.7683
O: -1.7477 -5.3299 -2.3684
C: -2.2647 -3.2708 -1.4688
C: -3.3214 -2.4410 -1.3525
C: -3.1316 -1.0498 -1.1053
C: -4.1892 -0.1253 -1.0144
C: -3.9051 1.1920 -0.7625
C: -2.5765 1.5775 -0.5602
N: -1.5681 0.7260 -0.6436
C: -1.8338 -0.5694 -0.9409
C: -0.7118 -1.4528 -1.0805
N: 0.5145 -0.8974 -0.8997
C: 1.5884 -1.6594 -1.0106
C: 1.4948 -3.0196 -1.3036
C: 0.2638 -3.6055 -1.4519
C: -0.9028 -2.8159 -1.3441
H: -4.3207 -2.8419 -1.4540
H: -5.2091 -0.4644 -1.1432
H: -4.6899 1.9307 -0.6900
H: -2.3236 2.5961 -0.2965
H: 2.5398 -1.1762 -0.8346
H: 2.3963 -3.6090 -1.3862
H: 0.1856 -4.6607 -1.6535
F: -2.1747 0.6822 4.3922
C: -1.5368 -0.2079 3.6531
F: -2.3786 -0.7264 2.7586
F: -1.0490 -1.1696 4.4139
S: -0.1403 0.5864 2.7479
O: 0.8195 1.0143 3.6987
O: -0.7507 1.6103 1.8450
O: 0.2940 -0.4627 1.7857

orbital gap (spin up / spin down): 7.0 / 6.7 eV
E_tot: -2526.91771 Eh
HOMO (spin up / spin down): -11.11 / -10.96 eV
2S+1: 2
net charge: +1

***

No. 4
ORCA calculation (ωB97M-V/def2-TZVPD) on an isolated molecule of C18H11F3N4OS in a non-equilibrium geometry.

Element x y z (Å)
O: 2.4921 3.3510 -0.0832
F: -3.2309 0.4601 -2.0239
F: -3.0271 2.2394 -3.2199
F: -2.7251 0.2692 -4.1458
N: 1.4592 -0.6450 4.2548
N: 0.8087 -1.6227 3.6561
N: 0.2936 1.0763 1.4907
C: 1.2196 0.3799 3.6060
C: 0.1467 -1.1644 2.6438
C: 0.9455 2.2464 1.6696
C: 1.9985 1.5652 3.7164
C: 1.8713 2.4976 2.7671
C: -1.2341 -3.2989 -0.8603
C: -1.7608 -2.0166 -0.5520
C: -0.4277 -3.8418 0.0929
C: 1.1898 0.1641 -2.6177
C: -1.3346 -1.2686 0.6237
C: 0.0348 -3.2210 1.2721
C: 1.5281 1.1050 -1.6612
C: -0.0725 0.0347 -3.0149
C: -0.7042 2.1127 -1.8360
C: -0.4584 -1.8926 1.5260
C: 0.5513 2.0165 -1.2551
C: -1.0809 1.0211 -2.6001
N: 0.3336 0.2197 2.5880
S: 1.0143 3.2324 0.0916
C: -2.4726 1.0129 -3.0324
H: 2.6292 1.7994 4.5727
H: 2.4565 3.3794 2.7684
H: -1.6314 -3.8726 -1.7517
H: -2.4562 -1.5849 -1.2291
H: -0.0670 -4.9140 -0.1437
H: 1.9732 -0.3197 -3.2357
H: -1.7006 -0.2677 0.7126
H: 0.5431 -3.6801 2.1369
H: 2.5897 1.1541 -1.4216
H: -0.3794 -0.7033 -3.7415
H: -1.3152 2.9769 -1.7636

orbital gap: 8.2 eV
E_tot: -1684.44893 Eh
HOMO: -8.79 eV

***

No. 5
ORCA calculation (ωB97M-V/def2-TZVPD) on a structure of composition C18H11F5N2O7RhSeSi in a non-equilibrium geometry.

Element x y z (Å)
Rh: 0.2803 -1.0332 -0.1152
O: -2.5395 -0.7122 2.7821
C: -1.5204 -1.0784 2.2364
O: -1.3826 -1.1667 0.9309
C: -0.3476 -1.5377 3.0468
C: -0.6032 -2.1938 4.2282
C: 0.4535 -2.6635 4.9873
C: 1.7536 -2.4947 4.5853
C: 2.0034 -1.8120 3.4099
C: 0.9683 -1.2812 2.6152
O: 1.2037 -0.5550 1.5459
N: 3.4362 -1.6889 3.0385
O: 3.7503 -0.9020 2.1783
O: 4.2284 -2.3841 3.6560
N: 0.1901 -3.3736 6.2526
O: 1.1437 -3.7960 6.8780
O: -0.9668 -3.4952 6.6021
H: -1.6246 -2.3346 4.5511
H: 2.5730 -2.8794 5.1702
C: 3.1869 1.6533 -4.7017
Si: 3.7247 0.7892 -3.1525
C: 4.7342 -0.7045 -3.5805
C: 4.6898 1.9499 -2.0845
C: 2.2778 0.1953 -2.2275
C: 1.3598 -0.2768 -1.5757
H: 4.0591 1.9112 -5.3116
H: 2.6488 2.5755 -4.4681
H: 2.5292 1.0165 -5.2986
H: 5.5719 -0.4670 -4.2439
H: 4.0969 -1.4449 -4.0710
H: 5.1302 -1.1620 -2.6697
H: 5.6240 2.2413 -2.5754
H: 4.9330 1.4837 -1.1268
H: 4.1100 2.8539 -1.8825
F: -1.5633 -5.4757 -5.0573
C: -0.9439 -4.9552 -3.9952
C: -1.4670 -5.1406 -2.7338
F: -2.5951 -5.8425 -2.5840
C: -0.8187 -4.5974 -1.6374
F: -1.3763 -4.8109 -0.4476
C: 0.3549 -3.8696 -1.7695
Se: 1.2733 -3.1835 -0.2390
C: 0.8583 -3.7028 -3.0526
F: 1.9763 -3.0201 -3.2756
C: 0.2221 -4.2367 -4.1603
F: 0.7242 -4.0683 -5.3877

orbital gap: 6.7 eV
E_tot: -4629.37599 Eh
HOMO: -5.75 eV
net charge: -1
relative energy (zero: lowest compared OMol25 entry of this formula, charge and spin): 25.8 kcal/mol

***

No. 6
ORCA calculation (ωB97M-V/def2-TZVPD) on a structure of composition C18H12B3Ba2Br6O24 in a non-equilibrium geometry.

Element x y z (Å)
Ba: -2.9664 -17.2111 -5.2965
Ba: -11.3664 -13.7549 -8.4452
O: -9.3751 -15.3833 -9.5873
C: -9.0722 -16.2177 -8.7754
O: -7.9794 -16.9285 -8.6529
B: -8.0295 -17.8260 -7.5013
O: -9.2192 -17.4299 -6.7562
C: -9.8964 -16.5853 -7.4561
O: -10.9656 -16.1285 -7.1200
O: -6.7786 -17.7085 -6.7495
C: -6.1674 -18.8696 -6.6892
O: -5.1279 -19.0159 -6.0863
C: -7.0323 -19.8840 -7.4150
O: -8.0988 -19.2731 -7.8449
O: -6.7144 -21.0221 -7.5838
O: -10.2451 -12.1537 -3.2947
C: -9.5012 -12.8636 -3.8799
O: -8.4453 -13.4862 -3.3956
B: -7.6926 -14.1385 -4.4693
O: -8.5021 -13.8662 -5.7131
C: -9.6152 -13.2708 -5.3637
O: -10.5365 -13.0140 -6.1162
O: -6.2880 -13.7315 -4.5352
C: -5.4693 -14.7173 -4.3586
O: -4.2815 -14.7221 -4.5691
C: -6.3507 -15.9660 -4.1137
O: -7.5971 -15.5826 -4.2549
O: -5.8646 -17.0450 -3.9337
O: -4.1719 -15.8175 -7.1208
C: -4.6722 -15.0567 -7.9172
O: -5.3684 -14.0125 -7.5818
B: -6.0149 -13.4957 -8.8245
O: -5.4799 -14.3223 -9.9126
C: -4.6532 -15.2324 -9.4553
O: -4.0681 -16.0939 -10.0255
O: -7.4714 -13.5413 -8.7235
C: -7.9823 -12.3567 -8.7814
O: -9.1771 -12.1288 -8.7568
C: -6.8164 -11.3592 -8.9666
O: -5.6783 -12.0606 -8.9886
O: -6.9455 -10.1897 -9.1254
Br: -6.0299 -17.0595 -14.4054
C: -6.2618 -15.3640 -13.4738
C: -7.2025 -15.5910 -12.2969
Br: -9.0724 -15.6828 -13.0064
H: -6.5918 -14.5671 -14.1257
H: -5.2615 -15.2438 -13.0644
H: -7.2833 -14.7276 -11.6447
H: -6.9833 -16.4325 -11.6478
Br: -7.4878 -7.8343 -10.7330
C: -8.0325 -7.8106 -8.8481
C: -9.5287 -7.9997 -8.8196
Br: -10.2940 -8.2430 -6.9951
H: -7.7833 -6.8053 -8.5164
H: -7.4523 -8.5989 -8.3878
H: -9.6500 -9.0040 -9.2392
H: -10.1130 -7.3967 -9.5068
Br: -3.7534 -8.1290 -10.8759
C: -4.2285 -9.6063 -12.0349
C: -3.9541 -10.8760 -11.2540
Br: -4.3770 -12.5790 -12.2395
H: -3.6896 -9.5360 -12.9753
H: -5.2771 -9.4548 -12.2817
H: -4.4505 -10.8722 -10.2887
H: -2.8807 -10.9020 -11.0814

orbital gap: 7.2 eV
E_tot: -18069.18052 Eh
HOMO: -11.35 eV
net charge: +1
relative energy (zero: lowest compared OMol25 entry of this formula, charge and spin): 0.0 kcal/mol